i:
Below is 2 unconnected molecules or ions with the total composition C4H8O4, with properties calculated with ωB97M-V/def2-TZVPD.

Positions of all 16 atoms, in Å:
C -0.469 0.806 0.359
C -1.025 -0.367 -0.038
C -0.857 -1.635 0.739
C 1.394 -0.027 -0.982
O 0.226 0.982 1.513
O -0.825 1.989 -0.226
O 1.621 1.186 -1.509
O 2.074 -0.530 -0.116
H -0.433 2.692 0.310
H 0.807 0.210 1.642
H 0.879 1.569 -1.996
H -1.667 -0.350 -0.903
H 0.702 -0.656 -1.618
H -1.336 -2.463 0.226
H -1.294 -1.537 1.735
H 0.203 -1.869 0.864

Computed properties:
- E_LUMO (eV) = 0.6
- HOMO level (eV) = -8.5
- SMILES = CC=C(O)O.O=CO
- Kohn-Sham gap (eV) = 9.151

ii:
Below is 2 unconnected molecules or ions with the total composition C4H8O4, with properties calculated with ωB97M-V/def2-TZVPD.

Positions of all 16 atoms, in Å:
C -1.538 -0.187 0.112
C -1.430 1.105 0.698
O -2.359 -0.384 -0.890
O 0.351 -0.364 -1.201
H -2.207 -1.255 -1.288
H 0.334 0.382 -1.817
H -1.041 -1.040 0.561
H -1.442 1.049 1.786
H -2.134 1.830 0.299
H -0.289 1.435 0.450
C 2.349 -0.874 0.176
C 1.312 0.099 -0.149
O 1.124 -0.873 0.963
O 1.251 1.358 0.037
H 2.489 -1.753 -0.448
H 3.230 -0.528 0.710

Computed properties:
- E_LUMO (eV) = -0.2
- HOMO level (eV) = -8.4
- Kohn-Sham gap (eV) = 8.220

Computed stability ranking, most favorable first: i, ii

i:
Below is a single C4H8O4 molecule, with properties calculated with ωB97M-V/def2-TZVPD.

Positions of all 16 atoms, in Å:
C 1.048 0.468 -0.626
C -1.145 -1.273 0.043
C -1.598 0.103 -0.246
C -0.144 0.642 0.336
O 1.393 -0.894 -0.605
O 2.098 1.276 -0.205
O -1.049 -1.733 1.210
O 0.145 0.449 1.642
H 2.275 -0.990 -0.982
H 2.125 1.225 0.765
H -0.304 -0.599 1.846
H 0.787 0.788 -1.645
H -0.976 -1.919 -0.827
H -2.377 0.433 0.439
H -1.724 0.342 -1.298
H -0.553 1.681 0.153

Computed properties:
- E_LUMO (eV) = 0.6
- HOMO level (eV) = -9.7
- SMILES = O=CC[C@@H](O)C(O)O
- Kohn-Sham gap (eV) = 10.304

ii:
Below is a single C4H8O4 molecule, with properties calculated with ωB97M-V/def2-TZVPD.

Positions of all 16 atoms, in Å:
C 0.521 0.488 -0.383
C 0.929 -0.942 -0.283
C 1.178 1.436 0.605
C -1.071 0.386 -0.130
O -0.259 -1.562 -1.088
O -1.203 -2.398 -0.362
O -1.337 0.215 1.190
O -1.912 0.833 -0.885
H -1.957 -2.252 -0.962
H -2.284 0.433 1.284
H 0.613 0.862 -1.406
H 1.831 -1.178 -0.847
H 0.906 -1.367 0.723
H 0.569 2.334 0.745
H 1.324 0.960 1.578
H 2.152 1.752 0.220

Computed properties:
- E_LUMO (eV) = 0.7
- HOMO level (eV) = -9.7
- SMILES = C[C@@H](COO)C(=O)O
- Kohn-Sham gap (eV) = 10.443

Computed stability ranking, most favorable first: i, ii

i:
Below is a molecular structure, C13H15N3O2S, with properties calculated with ωB97M-V/def2-TZVPD.

Positions of all 34 atoms, in Å:
O -0.335 3.787 -0.358
N 0.609 1.000 -1.328
O -3.131 -4.161 -2.285
S 1.684 -0.376 0.702
C 0.418 3.017 0.230
C 0.642 -0.241 -0.738
C -2.020 -2.123 -2.661
C -1.346 -3.478 -0.827
C -1.020 -1.123 -2.269
C -0.426 -2.472 -0.495
C -2.201 -3.271 -1.894
C -0.213 -1.330 -1.217
N 0.730 3.530 1.439
N 1.760 1.551 1.991
C -4.011 -4.515 -1.245
C 2.936 3.603 2.606
C 1.351 2.065 -0.501
C 2.159 1.342 0.611
C 1.547 2.942 2.397
H -2.540 -2.119 -3.562
H -1.423 -4.313 -0.146
H -0.865 -0.253 -2.798
H 0.133 -2.711 0.419
H -0.115 4.147 1.692
H 2.221 0.988 2.676
H -4.619 -5.381 -1.647
H -4.630 -3.769 -0.826
H -3.415 -4.883 -0.430
H 3.628 3.242 1.855
H 3.412 3.444 3.577
H 2.853 4.661 2.490
H 2.028 2.723 -1.186
H 3.122 1.604 0.304
H 1.076 2.874 3.423

Computed properties:
- E_LUMO (eV) = 0.4
- HOMO level (eV) = -8.3
- Kohn-Sham gap (eV) = 8.704

ii:
Below is a molecular structure, C13H15N3O2S, with properties calculated with ωB97M-V/def2-TZVPD.

Positions of all 34 atoms, in Å:
C 1.984 1.311 -1.743
C 1.027 1.443 -0.778
C -0.180 2.133 -1.143
C -1.273 2.255 -0.208
C -1.086 1.774 0.991
C 0.017 1.251 1.553
C 0.972 0.936 0.724
O 2.198 0.524 0.926
C 2.644 -0.685 0.400
C 2.008 -2.005 1.003
C 0.413 -1.766 0.715
C 0.083 -1.686 -0.865
O 0.985 -2.170 -1.779
N -1.065 -1.249 -1.061
C -2.138 -0.989 -0.437
N -2.305 -1.167 1.092
N -3.329 -0.827 1.523
C -4.186 -0.200 0.688
S -3.435 -0.075 -1.088
H -5.134 0.321 0.960
H -1.259 -1.197 -2.185
H -0.082 -2.827 1.153
H -0.055 -1.081 1.320
H 2.386 -2.773 0.724
H 2.089 -1.857 1.852
H 3.829 -0.736 0.796
H 2.667 -0.892 -0.596
H 0.298 1.225 2.497
H -1.942 2.117 2.004
H -2.219 2.718 -0.413
H -0.486 2.447 -2.195
H 1.847 0.310 -2.441
H 1.825 2.112 -2.573
H 2.901 1.305 -1.417

Computed properties:
- E_LUMO (eV) = -0.8
- HOMO level (eV) = -8.2
- Kohn-Sham gap (eV) = 7.403

Computed stability ranking, most favorable first: i, ii

i:
Below is 2 unconnected molecules or ions with the total composition C4H12S2, with properties calculated with ωB97M-V/def2-TZVPD.

Positions of all 18 atoms, in Å:
C -1.271 -1.300 0.736
C -2.052 -0.078 0.395
S -3.003 -0.120 -1.213
H -0.359 -0.887 1.243
H -1.937 -2.112 1.234
H -0.889 -1.881 -0.174
H -1.212 0.703 0.201
H -2.735 0.202 1.222
H -4.026 -0.687 -0.547
C 1.707 1.123 0.744
C 1.951 0.838 -0.805
S 2.643 -0.946 -1.189
H 1.329 0.273 1.239
H 2.586 1.454 1.282
H 0.959 1.823 0.712
H 2.637 1.615 -1.138
H 0.916 1.016 -1.349
H 2.754 -1.037 -2.593

Computed properties:
- E_LUMO (eV) = 0.8
- HOMO level (eV) = -9.1
- SMILES = CCS.CCS
- Kohn-Sham gap (eV) = 9.876

ii:
Below is 2 unconnected molecules or ions with the total composition C4H12S2, with properties calculated with ωB97M-V/def2-TZVPD.

Positions of all 18 atoms, in Å:
C -0.366 -2.198 -1.720
S -1.505 -2.627 -0.342
S -0.537 -2.108 1.377
H 0.696 -2.334 -1.437
H -0.575 -1.152 -1.942
H -0.649 -2.886 -2.644
H -1.420 -1.144 1.807
C 1.402 0.532 0.430
C 0.192 1.271 -0.197
C -0.435 2.136 0.877
H 2.055 1.431 0.687
H 2.084 -0.153 -0.183
H 0.960 -0.170 1.204
H -0.574 0.490 -0.469
H 0.440 1.903 -1.150
H -0.372 3.243 0.633
H -1.425 1.840 1.145
H 0.030 1.928 1.925

Computed properties:
- E_LUMO (eV) = 0.6
- HOMO level (eV) = -8.7
- SMILES = CCC.CSS
- Kohn-Sham gap (eV) = 9.356

Computed stability ranking, most favorable first: ii, i

i:
Below is 2 unconnected molecules or ions with the total composition C7H16N2O, with properties calculated with ωB97M-V/def2-TZVPD.

Positions of all 26 atoms, in Å:
C -1.043 0.957 0.083
C -2.542 1.193 -0.128
C -0.491 1.951 1.108
N -0.344 1.213 -1.199
H 2.007 -0.245 -0.156
H 0.645 1.389 -1.039
H -0.715 2.053 -1.640
H -2.747 2.217 -0.463
H -2.955 0.508 -0.878
H -3.097 1.027 0.802
H -0.574 2.983 0.747
H -1.043 1.904 2.053
H 0.566 1.758 1.326
C -0.509 -0.943 1.869
C 1.866 -1.643 -1.889
C -0.863 -0.545 0.456
C 2.375 -1.201 -0.555
N 3.172 -1.913 0.171
O -1.039 -1.442 -0.376
H 3.394 -2.794 -0.308
H -0.507 -0.109 2.566
H -1.247 -1.669 2.223
H 0.484 -1.402 1.870
H 2.649 -2.171 -2.438
H 1.549 -0.767 -2.460
H 1.011 -2.307 -1.748

Computed properties:
- E_LUMO (eV) = 0.8
- HOMO level (eV) = -9.5
- SMILES = CC(=O)C(C)(C)N.[H]/N=C\C
- Kohn-Sham gap (eV) = 10.306

ii:
Below is a single C7H16N2O molecule, with properties calculated with ωB97M-V/def2-TZVPD.

Positions of all 26 atoms, in Å:
C 0.863 0.520 0.330
C -0.782 -0.467 -1.518
C 0.072 -1.998 0.146
C 2.298 0.342 -0.147
C 0.754 0.403 1.851
C 0.302 1.868 -0.116
N 0.070 -0.652 -0.375
C -2.268 -0.261 -1.187
N -2.507 0.018 0.115
O -3.142 -0.315 -2.025
H -1.762 -0.087 0.782
H -3.457 0.122 0.430
H -0.731 -1.339 -2.183
H -0.467 0.397 -2.106
H 0.175 -2.726 -0.667
H -0.850 -2.249 0.690
H 0.909 -2.143 0.825
H -0.775 1.917 0.021
H 2.895 -0.271 0.525
H 2.109 -0.254 -1.084
H 2.796 1.292 -0.330
H 1.135 -0.546 2.210
H 1.340 1.189 2.318
H -0.278 0.512 2.180
H 0.765 2.658 0.476
H 0.534 2.068 -1.160

Computed properties:
- E_LUMO (eV) = 0.7
- HOMO level (eV) = -8.0
- SMILES = CN(CC(N)=O)C(C)(C)C
- Kohn-Sham gap (eV) = 8.722

Computed stability ranking, most favorable first: ii, i

i:
Below is 13 unconnected molecules or ions with the total composition C19H64N8O13, with properties calculated with ωB97M-V/def2-TZVPD.

Positions of all 104 atoms, in Å:
C 0.326 0.974 3.535
C -0.520 -0.279 3.563
O 0.051 -1.188 2.695
H 0.373 1.511 2.635
H 1.374 0.672 3.856
H -0.110 1.736 4.186
H -1.461 0.036 3.194
H -0.802 -0.628 4.569
H 0.569 -1.804 3.241
C 3.415 1.416 1.004
C 3.798 0.277 1.999
O 4.890 0.602 2.832
H 3.004 2.240 1.505
H 2.506 1.195 0.317
H 4.237 1.765 0.378
H 4.249 -0.574 1.418
H 2.931 -0.012 2.574
H 4.609 0.405 3.693
C -3.577 4.717 -1.205
C -2.366 3.858 -0.760
O -2.850 2.649 -0.141
H -4.148 4.217 -2.009
H -3.215 5.708 -1.561
H -4.287 4.932 -0.391
H -1.836 4.299 -0.005
H -1.727 3.590 -1.622
H -2.038 2.155 0.069
C 2.771 -3.088 3.039
C 2.769 -2.818 4.619
O 1.723 -1.909 4.813
H 3.069 -2.204 2.548
H 1.796 -3.381 2.643
H 3.515 -3.779 2.679
H 3.677 -2.301 4.983
H 2.636 -3.692 5.260
H 2.095 -1.156 5.076
C -4.026 -0.691 2.307
C -3.251 -1.078 1.040
O -3.774 -0.444 -0.138
H -5.131 -1.007 2.326
H -4.038 0.289 2.783
H -3.481 -1.299 3.057
H -3.167 -2.139 0.839
H -2.212 -0.723 1.093
H -3.128 -0.228 -0.824
C -1.492 3.769 2.796
C -2.910 3.353 2.892
O -3.278 3.410 4.236
H -1.491 4.782 2.424
H -1.067 3.069 2.017
H -0.915 3.768 3.685
H -3.067 2.322 2.392
H -3.406 4.081 2.218
H -2.628 2.918 4.754
C 2.927 -3.620 -1.181
O 3.094 -2.682 -0.091
N 3.853 -3.989 -2.036
N 1.731 -4.013 -1.562
H 4.882 -4.027 -1.795
H 3.688 -4.709 -2.739
H 0.937 -3.695 -0.962
H 1.478 -4.452 -2.494
C -2.045 1.389 -3.546
O -0.833 2.060 -3.228
N -2.861 1.154 -2.537
N -2.379 0.814 -4.644
H -2.760 1.739 -1.640
H -3.792 0.683 -2.696
H -1.807 0.953 -5.490
H -3.171 0.184 -4.652
C 0.310 0.221 -0.440
O -0.567 1.047 0.230
N 0.958 -0.789 0.068
N 0.214 0.107 -1.671
H 0.883 -0.863 1.122
H 1.693 -1.271 -0.380
H -0.264 0.894 -2.163
H 0.694 -0.657 -2.206
C -1.517 -2.971 -1.381
O -2.495 -3.949 -1.373
N -0.518 -2.957 -0.531
N -1.647 -1.901 -2.088
H -0.553 -3.740 0.205
H 0.121 -2.177 -0.234
H -2.499 -1.587 -2.508
H -0.892 -1.267 -1.832
C -0.235 -2.084 -5.419
O -0.718 -3.192 -4.659
H -0.331 -1.121 -4.808
H -0.664 -1.910 -6.367
H 0.895 -2.110 -5.663
H -1.004 -2.913 -3.843
C 2.816 -1.105 -3.096
O 1.602 -1.815 -3.001
H 2.703 -0.132 -3.419
H 3.532 -1.495 -3.819
H 3.188 -1.037 -2.084
H 1.702 -2.702 -2.696
C 1.778 3.336 -1.404
O 1.383 4.257 -2.320
H 2.415 3.836 -0.623
H 2.188 2.452 -1.612
H 0.912 3.100 -0.865
H 1.993 4.412 -2.952

Computed properties:
- E_LUMO (eV) = 0.0
- HOMO level (eV) = -9.2
- Kohn-Sham gap (eV) = 9.145

ii:
Below is 13 unconnected molecules or ions with the total composition C19H64N8O13, with properties calculated with ωB97M-V/def2-TZVPD.

Positions of all 104 atoms, in Å:
C -2.027 0.482 3.824
C -0.529 0.115 3.638
O 0.148 0.274 4.852
H -2.501 0.483 2.865
H -2.190 1.498 4.233
H -2.602 -0.095 4.499
H 0.069 0.743 2.962
H -0.534 -0.935 3.215
H 0.142 1.175 5.161
C -0.379 3.614 -1.290
C -1.372 4.695 -1.244
O -1.050 5.627 -0.193
H -0.552 2.913 -2.097
H -0.188 3.078 -0.406
H 0.571 4.016 -1.607
H -2.357 4.257 -0.975
H -1.398 5.242 -2.221
H -1.714 5.312 0.483
C 2.078 -3.575 4.549
C 1.426 -3.564 3.124
O 2.365 -2.938 2.349
H 3.089 -4.032 4.527
H 1.598 -4.116 5.338
H 2.148 -2.615 5.014
H 0.534 -2.879 3.029
H 1.102 -4.554 2.797
H 3.209 -3.349 2.511
C -2.326 2.183 -4.104
C -3.226 1.223 -4.795
O -4.097 1.820 -5.685
H -1.746 2.730 -4.813
H -1.590 1.737 -3.427
H -2.856 2.946 -3.540
H -3.685 0.680 -4.007
H -2.569 0.512 -5.312
H -4.731 1.147 -5.942
C 3.896 -1.965 -2.179
C 4.652 -0.865 -1.293
O 3.849 0.004 -0.714
H 3.501 -1.520 -3.158
H 3.010 -2.382 -1.625
H 4.516 -2.795 -2.451
H 5.355 -0.443 -2.018
H 5.286 -1.392 -0.578
H 4.413 0.503 -0.153
C 2.706 5.191 -0.427
C 2.853 3.701 -0.090
O 3.601 3.525 1.116
H 2.320 5.395 -1.437
H 3.595 5.788 -0.218
H 1.882 5.519 0.245
H 3.406 3.090 -0.840
H 1.852 3.266 0.089
H 3.558 2.622 1.341
C -0.657 -5.462 0.789
O -0.358 -6.758 0.544
N -0.015 -4.496 0.241
N -1.624 -5.089 1.552
H 0.946 -4.694 -0.231
H -0.270 -3.508 0.445
H -2.196 -5.858 1.904
H -1.666 -4.213 2.098
C 1.872 0.666 -3.232
O 1.767 1.632 -2.227
N 1.076 -0.353 -3.276
N 2.624 0.712 -4.266
H 0.562 -0.399 -2.380
H 1.216 -1.252 -3.748
H 3.345 1.432 -4.271
H 2.572 -0.052 -4.999
C -4.436 -1.138 1.750
O -5.135 -0.953 2.895
N -3.216 -1.612 1.691
N -4.956 -0.952 0.546
H -2.809 -1.964 2.619
H -2.540 -1.488 0.978
H -5.833 -0.458 0.537
H -4.561 -1.066 -0.366
C 0.294 -0.870 0.183
O -0.730 -1.712 0.764
N 0.050 0.087 -0.651
N 1.515 -1.107 0.402
H -0.908 0.396 -0.854
H 0.729 0.799 -0.933
H 1.732 -1.894 0.997
H 2.325 -0.839 -0.249
C 2.816 -0.097 3.266
O 2.487 0.674 2.174
H 3.291 0.401 4.131
H 3.563 -0.850 2.962
H 2.001 -0.729 3.639
H 2.072 0.090 1.527
C -2.703 -1.450 -1.707
O -3.955 -2.026 -1.970
H -2.725 -0.960 -0.742
H -2.495 -0.728 -2.492
H -1.961 -2.269 -1.598
H -4.059 -2.787 -1.418
C -2.494 1.571 0.307
O -2.414 1.518 -1.069
H -3.515 1.631 0.620
H -2.086 2.474 0.774
H -1.976 0.798 0.867
H -3.080 2.105 -1.441

Computed properties:
- E_LUMO (eV) = -0.2
- HOMO level (eV) = -8.9
- Kohn-Sham gap (eV) = 8.705

Computed stability ranking, most favorable first: ii, i